(1)
90
Properties=species:S:1:pos:R:3:lowdin_charge:R:1 method="wB97M-V/def2-TZVPD" lumo_energy_ev="2.4933 / 2.4917" charge=-1 s_squared=0.7673 total_energy_ha=-4871.10760 spin_multiplicity=2 relative_energy_kcal_mol=5.1 orbital_gap_ev="4.0687 / 7.7244" homo_energy_ev="-1.575 / -5.233"
Hg -0.769 -0.173 -0.647 1.224
O -0.556 -0.586 1.293 -0.323
C 0.467 -1.220 1.943 -0.500
C 1.574 -1.829 1.001 -0.056
C 2.307 -0.809 0.209 -0.249
C 3.659 -0.573 0.445 -0.010
C 4.341 0.310 -0.373 -0.053
C 3.640 0.976 -1.366 -0.040
C 2.276 0.736 -1.513 -0.261
C 1.466 1.440 -2.551 -0.045
C 0.335 2.375 -1.969 -0.495
O -0.702 1.675 -1.424 -0.366
C 0.859 3.413 -0.969 -0.133
C 2.167 3.874 -0.897 -0.044
C 2.525 4.844 0.025 -0.087
C 1.582 5.385 0.880 -0.113
C 0.271 4.945 0.807 -0.085
C -0.080 3.973 -0.108 -0.018
C -0.171 3.179 -3.185 -0.138
C 0.606 4.149 -3.806 -0.036
C 0.111 4.860 -4.884 -0.095
C -1.169 4.615 -5.353 -0.114
C -1.946 3.645 -4.744 -0.088
C -1.449 2.934 -3.668 -0.015
N 1.648 -0.176 -0.766 0.120
C -0.142 -2.358 2.778 -0.152
C 0.190 -3.703 2.670 -0.041
C -0.468 -4.663 3.420 -0.095
C -1.482 -4.301 4.286 -0.104
C -1.824 -2.964 4.404 -0.088
C -1.158 -2.007 3.662 -0.027
C 1.232 -0.258 2.862 -0.150
C 1.973 -0.717 3.944 -0.031
C 2.708 0.165 4.715 -0.098
C 2.720 1.517 4.416 -0.113
C 1.982 1.981 3.341 -0.080
C 1.243 1.100 2.573 -0.016
H 1.061 -2.512 0.329 0.101
H 2.290 -2.381 1.612 0.119
H 4.172 -1.109 1.229 0.112
H 5.406 0.464 -0.255 0.102
H 4.160 1.642 -2.041 0.104
H 0.918 0.705 -3.150 0.126
H 2.125 2.009 -3.210 0.112
H 2.926 3.481 -1.555 0.090
H 3.552 5.184 0.067 0.097
H 1.866 6.145 1.595 0.094
H -0.481 5.365 1.461 0.098
H -1.097 3.617 -0.171 0.108
H 1.602 4.360 -3.441 0.106
H 0.727 5.613 -5.358 0.095
H -1.556 5.179 -6.190 0.091
H -2.946 3.447 -5.108 0.097
H -2.038 2.174 -3.177 0.105
H 0.967 -4.035 1.998 0.105
H -0.189 -5.702 3.307 0.096
H -2.007 -5.056 4.857 0.093
H -2.618 -2.668 5.076 0.093
H -1.442 -0.968 3.731 0.118
H 1.967 -1.770 4.193 0.116
H 3.284 -0.201 5.554 0.092
H 3.302 2.202 5.019 0.090
H 1.986 3.034 3.095 0.090
H 0.654 1.458 1.740 0.106
Br -3.916 -2.520 -2.135 0.811
C -4.283 -0.913 -1.182 -0.706
C -5.576 -0.728 -0.746 -0.129
C -5.912 0.502 -0.192 -0.056
C -4.924 1.496 -0.179 -0.062
C -3.657 1.192 -0.611 -0.131
N -3.293 -0.017 -1.087 0.010
H -6.301 -1.524 -0.825 0.094
H -6.899 0.674 0.204 0.102
H -5.156 2.490 0.171 0.100
H -2.868 1.931 -0.616 0.087
N -0.783 -6.708 0.368 0.139
C -1.373 -5.470 0.181 -0.554
O -2.388 -5.190 0.806 -0.004
C -0.694 -4.547 -0.720 -0.181
C 0.327 -4.892 -1.650 -0.094
C 0.824 -3.905 -2.474 -0.126
C 0.329 -2.615 -2.397 -0.208
N -0.614 -2.261 -1.482 -0.111
C -1.083 -3.208 -0.689 -0.208
H -1.370 -7.389 0.821 0.088
H -0.136 -7.059 -0.313 0.057
H 0.710 -5.898 -1.726 0.069
H 1.595 -4.135 -3.197 0.089
H 0.679 -1.828 -3.054 0.075
H -1.800 -2.909 0.066 0.104



(2)
27
Properties=species:S:1:pos:R:3:lowdin_charge:R:1 method="wB97M-V/def2-TZVPD" smiles="CC[C@@H](C)P(S)C(Cl)Cl.CC=O" lumo_energy_ev=0.5061 total_energy_ha=-2010.82441 spin_multiplicity=1 orbital_gap_ev=9.6566 homo_energy_ev=-9.151
C -0.914 -2.317 1.173 -0.079
C -2.685 2.395 0.712 -0.044
C 0.272 -1.828 -1.761 -0.131
C -0.553 -0.952 0.450 -0.290
C -1.434 2.833 -0.025 -0.351
C 0.634 -1.109 -0.453 -0.599
C 2.284 0.820 0.609 -1.206
O -0.482 3.308 0.524 0.015
P 1.253 0.611 -0.944 0.624
S 2.787 0.494 -2.379 0.406
Cl 3.405 -0.651 0.817 0.489
Cl 3.344 2.242 0.548 0.529
H -1.677 -2.334 1.993 0.084
H -1.311 -3.015 0.504 0.035
H 0.047 -2.623 1.609 0.076
H -2.497 2.164 1.749 0.071
H -3.270 3.410 0.765 0.127
H -3.214 1.624 0.261 0.036
H 0.849 -2.602 -2.140 0.053
H -0.667 -2.367 -1.666 0.075
H 0.198 -1.132 -2.561 0.032
H -0.363 -0.240 1.245 0.085
H -1.518 -0.568 0.046 0.112
H 3.651 0.014 -1.472 -0.237
H -1.357 2.769 -1.060 0.081
H 1.407 -1.745 -0.025 0.050
H 1.810 0.799 1.483 -0.042



(3)
42
Properties=species:S:1:pos:R:3:lowdin_charge:R:1 method="wB97M-V/def2-TZVPD" lumo_energy_ev="-7.6943 / -7.5776" charge=+2 s_squared=0.7562 total_energy_ha=-3027.47009 spin_multiplicity=2 relative_energy_kcal_mol=21.3 orbital_gap_ev="6.7852 / 6.9751" homo_energy_ev="-14.480 / -14.553"
Re 0.030 0.866 0.486 1.386
Cl 5.869 -1.200 4.227 0.772
C 4.623 -0.825 3.110 -0.635
C 4.945 -0.638 1.768 -0.057
C 3.961 -0.329 0.835 -0.567
Cl 4.375 -0.126 -0.812 0.815
C 2.645 -0.188 1.263 -0.270
O 1.687 0.120 0.333 -0.261
C 2.310 -0.392 2.611 -0.125
C 0.953 -0.311 3.083 -0.089
O -0.034 -0.018 2.382 -0.118
C 3.310 -0.713 3.538 -0.015
H 5.971 -0.735 1.441 0.128
H 0.749 -0.539 4.132 0.160
H 3.056 -0.870 4.578 0.131
O 2.400 2.818 -1.175 0.148
C 1.297 3.246 -1.035 -0.441
N 0.140 2.379 -0.990 -0.262
S -1.121 3.186 -0.407 0.748
O -2.376 3.149 -1.058 -0.201
O -1.163 2.378 0.958 -0.437
C -0.415 4.752 -0.276 -0.242
C -1.028 5.943 0.067 0.006
C -0.242 7.084 -0.046 -0.012
C 1.074 7.009 -0.502 -0.003
C 1.658 5.799 -0.858 0.039
C 0.890 4.655 -0.744 -0.124
H -2.055 5.988 0.400 0.137
H -0.662 8.045 0.215 0.128
H 1.651 7.920 -0.587 0.128
H 2.675 5.743 -1.221 0.140
S -1.104 -0.255 -1.089 0.786
C -1.707 -1.785 -0.431 -0.627
N -2.487 -2.493 -1.286 0.106
C -3.035 -3.676 -0.950 0.021
C -2.788 -4.174 0.302 0.028
C -1.968 -3.408 1.129 -0.028
N -1.441 -2.241 0.769 0.106
H -2.666 -2.120 -2.214 0.169
H -3.641 -4.161 -1.703 0.159
H -3.207 -5.115 0.623 0.135
H -1.722 -3.752 2.127 0.139



(4)
24
Properties=species:S:1:pos:R:3:lowdin_charge:R:1 method="wB97M-V/def2-TZVPD" smiles="C/C=C/CCCCC" lumo_energy_ev=1.2154 total_energy_ha=-314.38201 spin_multiplicity=1 relative_energy_kcal_mol=7.9 orbital_gap_ev=10.1985 homo_energy_ev=-8.983
C 3.479 0.607 -0.758 -0.122
C 2.468 1.052 0.293 -0.271
C 1.042 1.144 -0.293 -0.225
C -0.038 1.262 0.792 -0.221
C -0.749 -0.061 1.100 -0.224
C -1.822 -0.454 0.121 -0.130
C -2.368 -1.664 0.097 -0.174
C -3.469 -2.111 -0.819 -0.109
H 4.427 1.145 -0.665 0.066
H 3.142 0.800 -1.779 0.068
H 3.707 -0.457 -0.698 0.068
H 2.426 0.306 1.094 0.103
H 2.749 2.013 0.726 0.104
H 1.012 2.051 -0.898 0.107
H 0.933 0.256 -0.919 0.111
H 0.427 1.597 1.715 0.102
H -0.782 2.009 0.505 0.105
H -0.009 -0.846 1.300 0.115
H -1.219 0.045 2.090 0.112
H -2.099 0.278 -0.617 0.107
H -1.956 -2.364 0.811 0.100
H -3.285 -1.804 -1.849 0.071
H -4.391 -1.621 -0.510 0.071
H -3.624 -3.185 -0.840 0.063



Please write out number 3 again, unchanged.
42
Properties=species:S:1:pos:R:3:lowdin_charge:R:1 method="wB97M-V/def2-TZVPD" lumo_energy_ev="-7.6943 / -7.5776" charge=+2 s_squared=0.7562 total_energy_ha=-3027.47009 spin_multiplicity=2 relative_energy_kcal_mol=21.3 orbital_gap_ev="6.7852 / 6.9751" homo_energy_ev="-14.480 / -14.553"
Re 0.030 0.866 0.486 1.386
Cl 5.869 -1.200 4.227 0.772
C 4.623 -0.825 3.110 -0.635
C 4.945 -0.638 1.768 -0.057
C 3.961 -0.329 0.835 -0.567
Cl 4.375 -0.126 -0.812 0.815
C 2.645 -0.188 1.263 -0.270
O 1.687 0.120 0.333 -0.261
C 2.310 -0.392 2.611 -0.125
C 0.953 -0.311 3.083 -0.089
O -0.034 -0.018 2.382 -0.118
C 3.310 -0.713 3.538 -0.015
H 5.971 -0.735 1.441 0.128
H 0.749 -0.539 4.132 0.160
H 3.056 -0.870 4.578 0.131
O 2.400 2.818 -1.175 0.148
C 1.297 3.246 -1.035 -0.441
N 0.140 2.379 -0.990 -0.262
S -1.121 3.186 -0.407 0.748
O -2.376 3.149 -1.058 -0.201
O -1.163 2.378 0.958 -0.437
C -0.415 4.752 -0.276 -0.242
C -1.028 5.943 0.067 0.006
C -0.242 7.084 -0.046 -0.012
C 1.074 7.009 -0.502 -0.003
C 1.658 5.799 -0.858 0.039
C 0.890 4.655 -0.744 -0.124
H -2.055 5.988 0.400 0.137
H -0.662 8.045 0.215 0.128
H 1.651 7.920 -0.587 0.128
H 2.675 5.743 -1.221 0.140
S -1.104 -0.255 -1.089 0.786
C -1.707 -1.785 -0.431 -0.627
N -2.487 -2.493 -1.286 0.106
C -3.035 -3.676 -0.950 0.021
C -2.788 -4.174 0.302 0.028
C -1.968 -3.408 1.129 -0.028
N -1.441 -2.241 0.769 0.106
H -2.666 -2.120 -2.214 0.169
H -3.641 -4.161 -1.703 0.159
H -3.207 -5.115 0.623 0.135
H -1.722 -3.752 2.127 0.139